1.
{
  "formula": "C4H8N4",
  "method": "ωB97M-V/def2-TZVPD",
  "elements": ["C", "C", "C", "C", "H", "H", "H", "H", "H", "H", "H", "H", "N", "N", "N", "N"],
  "coordinates": [[-2.50, -0.13, 0.50], [-0.73, 0.00, -0.78], [0.78, 1.38, 0.01], [2.13, -0.83, 0.08], [-1.80, -0.37, 1.80], [-2.34, 1.06, 0.52], [-3.56, -0.77, 0.64], [-0.18, -0.36, -1.59], [1.21, 2.49, -0.04], [2.80, 1.20, -0.27], [3.31, -1.20, 0.15], [-0.07, -1.71, -0.39], [-1.78, -0.78, -0.60], [-0.43, 1.23, -0.17], [1.97, 0.52, 0.04], [1.19, -1.74, 0.09]],
  "mulliken_charge": [-0.6913, -0.4306, -0.0399, 0.1680, 0.1575, 0.3085, 0.2729, 0.8130, 0.2247, 0.2817, 0.2558, 0.4613, -0.4563, -0.4173, -0.2094, -0.6986],
  "homo_energy_ev": -8.684,
  "de_lowest_kj_mol": 690.3,
  "spin_multiplicity": 1,
  "homo_lumo_gap_ha": 0.3232,
  "charge": 0
}



2.
{
  "formula": "C4H8N4O",
  "method": "ωB97M-V/def2-TZVPD",
  "elements": ["C", "C", "C", "C", "N", "N", "N", "N", "O", "H", "H", "H", "H", "H", "H", "H", "H"],
  "coordinates": [[-0.40, -1.47, 0.32], [-1.50, -0.74, 0.24], [0.31, 0.64, -0.05], [2.03, -1.03, -0.06], [1.11, 1.55, -0.39], [0.72, -0.67, 0.20], [-1.16, 0.56, 0.09], [-2.10, 1.41, -0.57], [-2.79, -1.19, 0.37], [-0.11, -2.54, 0.37], [2.25, -1.75, -0.79], [2.42, -0.06, -0.40], [2.54, -1.29, 0.93], [0.65, 2.48, -0.43], [-2.06, 2.46, -0.17], [-1.87, 1.43, -1.56], [-3.32, -0.46, 0.72]],
  "mulliken_charge": [-0.3966, 0.0971, 0.3028, -0.9661, -0.6775, 0.1201, 0.2260, -0.6804, -0.4782, 0.4150, 0.3837, 0.3485, 0.2667, 0.2264, 0.2783, 0.2338, 0.3005],
  "smiles": "[H]/N=c1/n(C)cc(O)n1N",
  "homo_energy_ev": -7.146,
  "de_lowest_kj_mol": 305.6,
  "spin_multiplicity": 1,
  "homo_lumo_gap_ha": 0.2841,
  "charge": 0
}



3.
{
  "formula": "C4H8N4O",
  "method": "ωB97M-V/def2-TZVPD",
  "elements": ["C", "C", "C", "C", "H", "H", "H", "H", "H", "H", "H", "H", "N", "N", "N", "N", "O"],
  "coordinates": [[-3.10, -0.19, -0.31], [-2.01, 0.59, 0.22], [-0.63, -0.11, 0.16], [1.56, -0.33, -0.10], [-3.07, -1.12, 0.10], [-2.99, -0.36, -1.44], [-3.89, 0.19, -0.02], [-2.20, 0.75, 1.52], [-2.11, 1.52, -0.21], [1.43, -2.39, 0.13], [1.10, 2.19, 0.90], [1.40, 2.28, -0.97], [-0.40, -1.39, 0.09], [0.93, -1.44, 0.08], [0.60, 0.54, 0.02], [0.70, 1.94, -0.03], [2.83, -0.05, -0.13]],
  "mulliken_charge": [-1.6384, 0.0047, 0.4197, 0.5511, 0.4132, 0.2811, 0.6127, 0.1913, 0.3002, 0.2695, 0.2583, 0.3244, -0.6327, 0.0505, 0.2876, -0.9465, -0.7469],
  "smiles": "CCc1n[nH]c(=O)n1N",
  "homo_energy_ev": -8.817,
  "de_lowest_kj_mol": 430.6,
  "spin_multiplicity": 1,
  "homo_lumo_gap_ha": 0.3494,
  "charge": 0
}



4.
{
  "formula": "C4H8N4O",
  "method": "ωB97M-V/def2-TZVPD",
  "elements": ["C", "C", "C", "C", "H", "H", "H", "H", "H", "H", "H", "H", "N", "N", "N", "N", "O"],
  "coordinates": [[-1.18, 0.82, -0.52], [-0.17, -1.41, -0.17], [1.16, -1.17, -0.15], [1.92, 0.07, 0.03], [-2.77, -0.20, 1.31], [-3.14, -0.95, -0.36], [-0.27, 0.96, -1.17], [-1.96, 2.58, -0.70], [-0.53, -2.46, -0.17], [1.78, -2.08, -0.33], [2.29, 1.59, 1.24], [0.96, 0.71, 1.77], [-2.48, -0.96, 0.53], [-1.24, -0.48, -0.02], [-2.16, 1.61, -0.34], [1.48, 1.09, 0.85], [3.01, 0.16, -0.47]],
  "mulliken_charge": [0.0633, -0.0536, -0.3064, 0.1916, 0.3156, 0.2827, 0.3294, 0.2542, 0.2928, 0.2800, 0.3017, 0.2773, -0.6859, 0.2136, -0.6686, -0.5031, -0.5846],
  "smiles": "[H]/N=C/N(N)/C=C\\C(N)=O",
  "homo_energy_ev": -8.821,
  "de_lowest_kj_mol": 274.4,
  "spin_multiplicity": 1,
  "homo_lumo_gap_ha": 0.3472,
  "charge": 0
}